C6H19NO3 | wB97M-V/def2-TZVPD

Properties
energy above the lowest of the compared OMol25 structures with the same formula, charge and spin	0.0	kJ/mol
<S²>	0.750
frontier orbital gap (spin up / spin down)	2.8 / 9.3	eV
E_HOMO (spin up / spin down)	0.6 / -5.9	eV
charge	-1
calculated total energy	-14162.243	eV
multiplicity	2

Atoms and positions in Å:
C 1.21 2.40 1.31
C -0.11 1.85 0.77
C 0.17 0.87 -0.39
C -1.01 0.64 -1.30
C -1.03 1.17 -2.52
C -2.11 -0.25 -0.80
N -0.91 1.19 1.80
H 1.89 1.58 1.57
H 1.72 3.04 0.58
H 1.02 2.97 2.23
H -0.70 2.68 0.37
H 1.00 1.26 -0.97
H 0.49 -0.07 0.04
H -0.24 1.78 -2.93
H -1.85 0.99 -3.21
H -1.72 -1.21 -0.48
H -2.84 -0.45 -1.58
H -2.61 0.24 0.04
H -0.96 1.74 2.65
H -0.53 0.28 2.03
H 0.53 -2.16 1.71
H 1.05 -1.72 3.08
O 0.32 -1.57 2.48
H 1.19 -2.98 -0.45
H 0.70 -4.11 0.48
O 1.17 -3.27 0.50
H 0.70 -1.89 -2.44
H 2.17 -2.35 -2.42
O 1.27 -2.63 -2.15

Atom charges from the Löwdin analysis, given in e for atoms 1 to 6: -0.089, -0.453, -0.186, -0.389, -0.029, -0.099